# 1
Computed, not measured: C32H48N7O5PS3V as an isolated structure, with the ωB97M-V functional and the def2-TZVPD basis.

relative energy (zero: lowest compared OMol25 entry of this formula, charge and spin)	0.00	kcal/mol
⟨S²⟩	2.0121
multiplicity	3
total charge	+1
LUMO level (spin up / spin down)	-2.66 / -2.34	eV

Cartesian coordinates (Å):
V -0.459 -1.039 -0.345
C 5.761 3.235 2.115
C 4.625 2.256 2.045
C 4.523 1.219 2.973
C 3.493 0.298 2.904
C 2.552 0.420 1.890
C 2.629 1.439 0.951
C 3.663 2.353 1.040
S 1.261 -0.755 1.757
O 1.405 -1.427 0.433
O 1.329 -1.630 2.899
N -0.128 -0.041 1.502
C -0.762 0.778 2.443
C -0.289 0.987 3.742
C -1.009 1.833 4.567
C -2.170 2.432 4.103
C -2.562 2.153 2.807
N -1.877 1.354 1.993
H 6.032 3.454 3.147
H 5.509 4.171 1.618
H 6.647 2.826 1.624
H 5.260 1.134 3.762
H 3.411 -0.505 3.624
H 1.894 1.503 0.156
H 3.727 3.160 0.321
H 0.603 0.495 4.103
H -0.664 2.018 5.576
H -2.755 3.094 4.726
H -3.465 2.587 2.387
C -1.689 -6.211 1.216
N -1.460 -4.804 1.518
C -1.457 -4.368 2.912
C -1.255 -3.880 0.559
N -1.230 -2.604 0.779
N -1.050 -4.383 -0.715
C -0.841 -3.664 -1.874
N -0.782 -4.414 -2.998
N -0.734 -2.384 -1.868
H -2.074 -6.698 2.106
H -0.769 -6.726 0.926
H -2.447 -6.335 0.440
H -1.355 -5.242 3.547
H -2.385 -3.854 3.176
H -0.605 -3.712 3.103
H -1.440 -2.369 1.740
H -1.031 -5.384 -0.802
H -0.742 -5.417 -2.965
H -0.477 -3.977 -3.851
H -0.593 -1.990 -2.794
C 2.725 3.017 -3.175
C 3.617 1.813 -3.390
C 5.040 2.038 -2.928
O 3.124 0.689 -2.615
P 1.824 -0.151 -3.014
S 1.436 -0.219 -4.897
S 0.266 0.620 -1.903
O 2.105 -1.542 -2.291
C 3.318 -2.355 -2.366
C 3.949 -2.389 -3.745
C 4.283 -1.916 -1.285
H 3.121 3.872 -3.725
H 2.683 3.277 -2.114
H 1.712 2.824 -3.528
H 3.595 1.517 -4.441
H 5.059 2.269 -1.861
H 5.487 2.871 -3.470
H 5.649 1.150 -3.101
H 2.944 -3.353 -2.125
H 4.362 -1.419 -4.015
H 3.230 -2.677 -4.510
H 4.766 -3.111 -3.738
H 4.648 -0.907 -1.473
H 5.135 -2.599 -1.277
H 3.804 -1.942 -0.308
C -7.708 3.438 0.195
C -6.367 2.788 0.009
C -5.234 3.550 -0.246
C -3.986 2.963 -0.399
C -2.792 3.848 -0.650
C -3.882 1.562 -0.306
C -2.557 0.991 -0.460
O -2.320 -0.219 -0.563
C -5.018 0.769 -0.037
C -4.955 -0.724 0.113
C -6.238 1.406 0.115
H -7.720 4.449 -0.208
H -7.958 3.499 1.256
H -8.493 2.860 -0.292
H -5.326 4.627 -0.327
H -3.105 4.890 -0.677
H -2.303 3.623 -1.599
H -2.043 3.745 0.139
H -1.726 1.688 -0.566
H -4.640 -1.208 -0.810
H -5.935 -1.107 0.394
H -4.230 -1.011 0.877
H -7.118 0.808 0.322

=====

# 2
Computed, not measured: C32H48O3RhSSe as an isolated structure, with the ωB97M-V functional and the def2-TZVPD basis.

relative energy (zero: lowest compared OMol25 entry of this formula, charge and spin)	0.66	kcal/mol
⟨S²⟩	6.0403
multiplicity	5
total charge	+1
LUMO level (spin up / spin down)	-1.98 / -5.13	eV

Cartesian coordinates (Å):
Rh 0.395 2.178 -1.958
C -2.432 -0.600 4.357
C -3.157 -1.136 3.123
C -3.022 -2.665 3.109
C -4.639 -0.754 3.226
C -2.574 -0.569 1.831
C -1.518 0.325 1.803
C -1.034 0.775 0.582
Se 0.514 1.908 0.598
C 1.827 0.510 0.404
C 1.997 -0.375 1.423
C 2.924 -1.429 1.303
C 3.727 -1.476 0.150
C 3.641 -0.595 -0.899
C 2.576 0.398 -0.830
O 2.284 1.110 -1.831
C 4.587 -0.769 -2.090
C 4.166 -2.046 -2.838
C 4.609 0.392 -3.090
C 6.023 -0.936 -1.563
C 3.090 -2.487 2.379
C 2.838 -3.867 1.750
C 4.525 -2.422 2.926
C 2.110 -2.295 3.538
C -1.569 0.388 -0.656
O -1.057 0.835 -1.803
C -2.663 -0.511 -0.644
C -3.105 -0.952 0.598
C -3.394 -1.066 -1.879
C -4.895 -0.768 -1.741
C -3.177 -2.587 -1.926
C -2.946 -0.497 -3.230
H -2.877 -1.028 5.256
H -1.373 -0.871 4.354
H -2.512 0.486 4.434
H -3.435 -3.089 4.026
H -3.553 -3.110 2.267
H -1.973 -2.961 3.038
H -5.070 -1.158 4.144
H -4.761 0.330 3.240
H -5.216 -1.147 2.387
H -1.058 0.681 2.715
H 1.401 -0.276 2.319
H 4.460 -2.269 0.090
H 3.146 -1.960 -3.217
H 4.830 -2.207 -3.689
H 4.219 -2.926 -2.196
H 3.680 0.482 -3.645
H 4.814 1.347 -2.604
H 5.412 0.202 -3.804
H 6.145 -1.807 -0.921
H 6.699 -1.061 -2.409
H 6.339 -0.053 -1.005
H 3.546 -4.091 0.952
H 2.946 -4.637 2.516
H 1.828 -3.933 1.341
H 5.267 -2.608 2.150
H 4.732 -1.447 3.370
H 4.653 -3.181 3.698
H 1.072 -2.337 3.201
H 2.254 -3.095 4.264
H 2.272 -1.349 4.058
H -3.932 -1.649 0.608
H -5.335 -1.222 -0.853
H -5.073 0.308 -1.694
H -5.427 -1.161 -2.609
H -3.553 -3.083 -1.030
H -3.699 -3.010 -2.786
H -2.115 -2.822 -2.023
H -3.076 0.583 -3.282
H -1.905 -0.725 -3.449
H -3.566 -0.952 -4.006
O 0.120 4.247 -2.378
S -0.075 5.303 -1.275
C -0.387 6.814 -2.240
C -1.886 7.118 -2.175
C -2.597 5.792 -1.931
C -1.810 5.135 -0.805
H -0.055 6.531 -3.239
H 0.253 7.609 -1.865
H -2.214 7.612 -3.088
H -2.086 7.799 -1.346
H -2.553 5.162 -2.822
H -3.644 5.922 -1.661
H -1.998 4.073 -0.644
H -1.927 5.668 0.142

=====

# 3
Computed, not measured: a 4-piece molecular cluster, C32H49BF3N8O5S overall in a non-equilibrium geometry, with the ωB97M-V functional and the def2-TZVPD basis.

multiplicity	1
total charge	+1
LUMO level	-4.87	eV

Cartesian coordinates (Å):
C -0.125 4.265 4.165
C -1.349 4.138 5.048
C -2.758 3.652 4.357
O -3.404 4.537 3.553
O -3.408 2.343 4.538
C -3.503 1.650 3.239
C -3.094 0.042 3.358
C -1.485 -0.007 3.691
C -0.707 -0.706 2.399
C 0.297 0.385 1.703
C -0.407 1.227 0.440
C 0.262 0.536 -0.930
N 0.090 -0.939 -1.030
N 0.650 -1.578 -2.093
C 0.391 -3.105 -2.092
C 1.459 -3.934 -1.150
O 1.497 -3.365 0.217
C 0.832 -5.480 -1.031
F 1.774 -6.448 -0.423
F 0.235 -5.955 -2.317
F -0.336 -5.340 -0.085
C 1.458 -1.066 -3.254
C 2.141 -1.910 -4.475
C 3.782 -1.958 -4.465
C 4.450 -2.799 -3.229
C 4.415 -1.964 -1.818
N 4.877 -0.500 -1.959
C 1.696 0.589 -3.326
C 2.494 1.363 -4.531
C 1.374 2.195 -5.455
S 1.628 1.745 -7.255
C 0.602 0.236 -7.709
N 1.000 -1.195 -8.010
N -0.002 -2.114 -8.332
C -1.275 -1.287 -8.275
O -0.881 0.106 -7.880
C 1.056 1.479 -2.062
B 1.245 3.106 -1.965
O 2.593 3.733 -2.148
C 0.007 4.194 -1.653
C -1.488 3.565 -1.909
H -0.045 5.091 3.319
H 0.732 3.467 4.304
H -1.203 4.439 6.171
H -4.625 1.657 2.854
H -2.812 2.161 2.418
H -3.653 -0.477 4.247
H -3.341 -0.459 2.330
H -1.097 1.084 3.913
H -1.284 -0.622 4.690
H -0.004 -1.539 2.886
H -1.425 -1.267 1.666
H 0.644 1.192 2.504
H 1.314 -0.102 1.310
H -1.585 1.068 0.406
H -0.086 2.338 0.599
H -0.668 -3.255 -1.559
H 0.247 -3.541 -3.168
H 2.539 -4.016 -1.588
H 1.805 -4.104 0.822
H 1.842 -1.339 -5.481
H 1.770 -3.008 -4.615
H 4.313 -0.917 -4.503
H 4.103 -2.525 -5.465
H 5.606 -2.927 -3.504
H 4.016 -3.884 -3.181
H 3.370 -1.911 -1.295
H 5.139 -2.515 -1.046
H 4.368 0.010 -1.176
H 5.910 -0.420 -1.832
H 3.254 2.190 -4.148
H 3.039 0.655 -5.298
H 1.425 3.361 -5.249
H 0.322 1.743 -5.121
H -2.362 -1.663 -8.500
H 2.507 4.715 -1.877
H 0.077 4.430 -0.491
H 0.198 5.175 -2.280
H -2.170 4.449 -2.327
H -1.471 2.645 -2.634
H -1.931 3.248 -0.846
C -5.989 4.768 5.480
C -7.180 3.862 5.749
N -8.167 3.111 5.972
H -5.683 4.681 4.433
H -6.257 5.808 5.687
H -5.150 4.482 6.121
C -4.265 3.899 8.979
C -2.816 3.443 8.927
N -1.614 3.064 8.884
H -4.928 3.031 9.032
H -4.427 4.525 9.861
H -4.506 4.478 8.083
C 2.189 -9.170 1.269
C 2.662 -10.219 2.262
N 3.055 -11.090 3.085
H 2.822 -9.187 0.378
H 1.156 -9.374 0.975
H 2.241 -8.177 1.724